{
  "formula": "C4H5NO3",
  "method": "ωB97M-V/def2-TZVPD",
  "species": ["C", "C", "C", "N", "O", "C", "O", "O", "H", "H", "H", "H", "H"],
  "coordinates": [[1.34, -0.43, 2.34], [0.81, 0.40, 1.45], [0.17, -0.12, 0.26], [0.25, -1.39, 0.03], [-0.51, -1.79, -1.06], [-0.42, 0.95, -0.63], [-0.55, 2.05, -0.15], [-0.91, 0.54, -1.84], [1.30, -1.58, 2.35], [1.92, -0.05, 3.16], [0.76, 1.47, 1.62], [-0.18, -2.67, -1.10], [-1.11, 1.34, -2.39]],
  "e_above_lowest_kcal_mol": 68.7,
  "orbital_gap_ev": 9.13,
  "e_tot_ha": -435.810998,
  "mol_weight_g_mol": 115.088
}



{
  "formula": "C3H11N2O5PS2",
  "method": "ωB97M-V/def2-TZVPD",
  "species": ["C", "C", "C", "N", "N", "O", "O", "O", "O", "O", "P", "S", "S", "H", "H", "H", "H", "H", "H", "H", "H", "H", "H", "H"],
  "coordinates": [[0.67, -2.24, 1.39], [-2.56, -0.14, -1.29], [1.77, 1.54, -1.43], [-1.43, -0.41, 1.06], [1.16, 0.35, 1.07], [0.12, -1.08, -1.01], [-0.99, 1.67, -0.19], [-3.14, 1.28, 0.89], [3.30, 1.47, 0.70], [2.71, -0.74, -0.41], [0.12, -0.80, 0.46], [-2.02, 0.78, 0.14], [2.41, 0.59, -0.01], [1.64, -2.38, 1.09], [0.54, -1.98, 2.48], [0.04, -3.17, 1.25], [-3.00, 0.78, -1.73], [-1.70, -0.64, -1.63], [-3.34, -0.78, -0.94], [0.93, 0.97, -1.93], [1.16, 2.47, -1.12], [2.66, 1.78, -2.08], [-1.79, -0.60, 1.96], [0.74, 1.26, 1.28]],
  "e_above_lowest_kcal_mol": 0.0,
  "orbital_gap_ev": 11.23,
  "e_tot_ha": -1744.359177,
  "mol_weight_g_mol": 250.238
}



{
  "formula": "C2H8N2O",
  "method": "ωB97M-V/def2-TZVPD",
  "species": ["H", "N", "C", "N", "H", "H", "H", "C", "O", "H", "H", "H", "H"],
  "coordinates": [[0.44, -1.64, 0.31], [1.31, -1.43, 0.91], [1.95, -0.42, 0.49], [1.74, 0.21, -0.75], [2.91, -0.11, 0.84], [0.82, 0.07, -1.30], [2.45, 0.75, -1.26], [-2.20, 0.20, 0.08], [-0.87, 0.63, -0.13], [-2.25, -0.88, 0.36], [-2.75, 0.78, 0.92], [-2.89, 0.34, -0.71], [-0.67, 1.50, 0.24]],
  "e_above_lowest_kcal_mol": 53.0,
  "orbital_gap_ev": 9.57,
  "e_tot_ha": -265.698692,
  "mol_weight_g_mol": 76.099
}



{
  "formula": "C45H85BrFN4O17PS3",
  "method": "ωB97M-V/def2-TZVPD",
  "species": ["C", "O", "C", "C", "C", "C", "O", "C", "O", "C", "C", "O", "C", "C", "C", "C", "C", "N", "C", "C", "P", "C", "O", "C", "C", "S", "C", "C", "C", "C", "F", "C", "C", "C", "C", "C", "S", "C", "S", "N", "C", "C", "N", "C", "C", "C", "N", "Br", "H", "H", "H", "H", "H", "H", "H", "H", "H", "H", "H", "H", "H", "H", "H", "H", "H", "H", "H", "H", "H", "H", "H", "H", "H", "H", "H", "H", "H", "H", "H", "H", "H", "H", "H", "H", "H", "C", "O", "H", "H", "H", "H", "C", "O", "H", "H", "H", "H", "C", "O", "H", "H", "H", "H", "C", "O", "H", "H", "H", "H", "C", "O", "H", "H", "H", "H", "C", "O", "H", "H", "H", "H", "C", "O", "H", "H", "H", "H", "C", "O", "H", "H", "H", "H", "C", "O", "H", "H", "H", "H", "C", "O", "H", "H", "H", "H", "C", "O", "H", "H", "H", "H", "C", "O", "H", "H", "H", "H"],
  "coordinates": [[-0.76, -2.65, 2.45], [-0.64, -1.27, 2.73], [-1.43, -0.49, 1.83], [-0.57, 0.38, 0.94], [-0.73, 0.41, -0.45], [-1.84, -0.41, -1.05], [-3.06, 0.10, -0.54], [-4.05, -0.84, -0.26], [-4.45, -0.71, 1.09], [-5.73, -0.19, 1.32], [-5.94, 1.26, 0.84], [-4.80, 2.06, 1.04], [0.11, 1.21, -1.24], [-0.15, 1.21, -2.72], [-0.85, 2.27, -3.28], [-1.08, 2.18, -4.64], [-0.61, 1.08, -5.34], [0.09, 0.08, -4.81], [0.31, 0.16, -3.49], [1.14, 1.97, -0.69], [2.30, 3.07, -1.61], [3.86, 2.12, -1.47], [2.01, 2.96, -3.23], [1.28, 1.95, 0.70], [0.43, 1.18, 1.49], [0.65, 1.29, 3.25], [2.41, 1.28, 3.27], [3.12, 0.56, 4.23], [2.40, -0.21, 5.32], [1.84, 0.73, 6.40], [0.45, 0.62, 6.45], [4.51, 0.54, 4.16], [5.17, 1.24, 3.14], [6.68, 1.13, 3.06], [7.16, -0.18, 2.37], [6.03, -1.16, 2.07], [6.59, -2.56, 1.03], [5.41, -2.39, -0.30], [5.73, -1.38, -1.53], [4.24, -3.10, -0.22], [3.32, -3.27, -1.22], [2.31, -4.02, -0.74], [2.57, -4.33, 0.60], [3.70, -3.78, 0.88], [4.45, 1.98, 2.23], [3.06, 2.01, 2.27], [2.32, 2.74, 1.29], [1.63, 4.35, 2.05], [-0.10, -3.24, 3.07], [-0.50, -2.88, 1.41], [-1.80, -2.94, 2.64], [-2.17, 0.10, 2.37], [-1.96, -1.19, 1.21], [-1.84, -0.37, -2.14], [-1.64, -1.45, -0.76], [-4.92, -0.69, -0.91], [-3.70, -1.87, -0.40], [-5.87, -0.18, 2.40], [-6.52, -0.84, 0.92], [-6.76, 1.67, 1.44], [-6.22, 1.26, -0.21], [-4.43, 1.85, 1.91], [-1.20, 3.10, -2.69], [-1.65, 2.94, -5.15], [-0.83, 1.03, -6.39], [0.85, -0.66, -3.03], [4.62, 2.58, -2.10], [4.21, 2.14, -0.45], [3.72, 1.09, -1.81], [2.11, 2.05, -3.54], [1.55, -0.70, 4.85], [3.10, -0.93, 5.73], [2.06, 1.76, 6.15], [2.22, 0.49, 7.38], [5.08, -0.02, 4.88], [7.05, 1.19, 4.08], [7.11, 1.96, 2.52], [7.85, -0.68, 3.05], [7.73, 0.02, 1.47], [5.19, -0.70, 1.56], [5.65, -1.58, 3.00], [3.37, -2.88, -2.22], [1.43, -4.34, -1.26], [4.18, -3.82, 1.84], [4.96, 2.54, 1.46], [-3.23, 1.23, -8.86], [-1.86, 1.14, -8.50], [-3.79, 0.55, -8.22], [-3.60, 2.25, -8.70], [-3.38, 0.95, -9.90], [-1.38, 1.75, -9.07], [-1.79, -5.34, 5.05], [-2.00, -5.79, 3.71], [-1.95, -4.26, 5.08], [-2.49, -5.82, 5.72], [-0.76, -5.55, 5.37], [-1.85, -6.74, 3.71], [10.36, 2.90, 2.50], [8.97, 3.07, 2.22], [10.45, 2.07, 3.19], [10.92, 2.68, 1.59], [10.77, 3.80, 2.97], [8.89, 3.81, 1.61], [-2.94, -7.15, 0.32], [-3.77, -6.63, 1.35], [-3.41, -8.06, -0.05], [-2.85, -6.44, -0.50], [-1.94, -7.40, 0.71], [-3.35, -5.83, 1.69], [-3.58, -2.95, 7.32], [-2.55, -3.82, 7.75], [-4.50, -3.52, 7.28], [-3.71, -2.11, 8.01], [-3.37, -2.55, 6.32], [-1.73, -3.30, 7.79], [-6.31, 3.29, -6.96], [-5.54, 4.09, -7.85], [-5.98, 2.26, -7.08], [-6.14, 3.59, -5.92], [-7.37, 3.35, -7.19], [-5.82, 5.00, -7.74], [-3.73, 0.48, 5.47], [-4.13, 0.26, 4.12], [-3.82, 1.54, 5.67], [-4.38, -0.06, 6.16], [-2.69, 0.17, 5.62], [-4.06, -0.68, 3.94], [-1.92, 3.75, -11.75], [-1.08, 3.09, -10.81], [-2.93, 3.75, -11.35], [-1.59, 4.78, -11.91], [-1.92, 3.21, -12.71], [-0.18, 3.08, -11.16], [9.17, -1.91, -4.00], [8.73, -2.32, -2.71], [10.15, -2.34, -4.17], [8.49, -2.27, -4.78], [9.24, -0.82, -4.06], [7.86, -1.94, -2.56], [-6.65, 3.30, 4.02], [-8.02, 3.40, 3.62], [-6.04, 3.43, 3.14], [-6.41, 4.07, 4.75], [-6.45, 2.31, 4.45], [-8.56, 3.27, 4.40], [-1.58, -3.66, -2.65], [-1.84, -3.85, -1.26], [-2.02, -2.71, -2.95], [-0.51, -3.62, -2.84], [-2.03, -4.46, -3.23], [-1.44, -4.69, -1.01], [-3.39, 4.70, -0.83], [-2.78, 5.41, -1.92], [-3.42, 3.65, -1.09], [-2.81, 4.83, 0.08], [-4.41, 5.06, -0.67], [-2.76, 6.34, -1.67]],
  "orbital_gap_ev": 6.79,
  "e_tot_ha": -7473.278616,
  "mol_weight_g_mol": 1180.263
}



{
  "formula": "C18H37Cl2NO17",
  "method": "ωB97M-V/def2-TZVPD",
  "species": ["C", "N", "O", "O", "H", "H", "H", "C", "O", "C", "O", "O", "C", "H", "H", "H", "H", "H", "H", "C", "O", "C", "O", "O", "C", "H", "H", "H", "H", "H", "H", "C", "O", "C", "O", "O", "C", "H", "H", "H", "H", "H", "H", "C", "O", "C", "O", "O", "C", "H", "H", "H", "H", "H", "H", "C", "O", "C", "O", "O", "C", "H", "H", "H", "H", "H", "H", "Cl", "C", "C", "Cl", "H", "H", "H", "H"],
  "coordinates": [[-2.44, 1.53, 1.56], [-1.61, 2.55, 0.89], [-1.72, 2.63, -0.32], [-0.83, 3.19, 1.56], [-3.48, 1.74, 1.31], [-2.33, 1.50, 2.64], [-2.13, 0.58, 1.14], [9.24, 1.99, -1.40], [8.68, 0.69, -1.43], [7.36, 0.63, -1.24], [6.66, 1.56, -0.96], [6.98, -0.63, -1.42], [5.57, -0.87, -1.34], [8.84, 2.59, -0.59], [9.00, 2.54, -2.32], [10.31, 1.86, -1.38], [5.40, -1.78, -0.77], [5.24, -1.07, -2.37], [5.00, -0.03, -0.97], [1.75, 0.40, -1.43], [1.47, -0.90, -0.89], [0.83, -0.91, 0.28], [0.58, 0.06, 0.95], [0.45, -2.16, 0.52], [-0.04, -2.48, 1.81], [0.95, 1.11, -1.24], [1.82, 0.26, -2.50], [2.65, 0.79, -0.98], [-0.58, -3.42, 1.69], [-0.75, -1.71, 2.11], [0.73, -2.63, 2.56], [-2.61, 0.41, -2.64], [-3.92, 0.40, -2.14], [-4.15, -0.25, -1.01], [-3.36, -0.92, -0.40], [-5.40, 0.01, -0.64], [-5.86, -0.59, 0.56], [-1.91, 0.89, -1.95], [-2.57, 1.03, -3.53], [-2.23, -0.57, -2.91], [-5.78, 0.11, 1.39], [-5.33, -1.52, 0.76], [-6.90, -0.87, 0.40], [2.45, 3.55, 0.65], [2.82, 4.92, 0.43], [3.20, 5.21, -0.81], [3.37, 4.44, -1.72], [3.35, 6.53, -0.89], [3.59, 7.00, -2.22], [3.13, 2.86, 0.17], [1.46, 3.39, 0.21], [2.35, 3.44, 1.72], [2.79, 6.67, -2.88], [4.54, 6.63, -2.60], [3.60, 8.08, -2.15], [-7.09, -4.15, 4.69], [-6.19, -3.07, 4.48], [-5.16, -3.36, 3.69], [-4.97, -4.42, 3.16], [-4.38, -2.27, 3.60], [-3.27, -2.38, 2.73], [-7.82, -3.82, 5.42], [-6.59, -5.04, 5.08], [-7.58, -4.44, 3.76], [-2.55, -1.69, 3.17], [-3.51, -2.02, 1.73], [-2.85, -3.38, 2.64], [-2.00, -5.02, -0.71], [-1.64, -3.62, -1.77], [-0.41, -3.96, -2.57], [-0.13, -2.75, -3.84], [-1.54, -2.72, -1.18], [-2.52, -3.51, -2.42], [-0.49, -4.93, -3.04], [0.45, -3.91, -1.91]],
  "e_above_lowest_kcal_mol": 0.0,
  "orbital_gap_ev": 10.90,
  "e_tot_ha": -2962.218755,
  "mol_weight_g_mol": 610.390
}